1.
ORCA calculation (the ωB97M-V functional and the def2-TZVPD basis) on 2 unconnected molecules or ions with the total composition C2H9N2O.

Last column: Löwdin charge in e.
Atoms and positions in Å:
C (0.6958, -0.8811, 0.3951)  -0.11
C (-0.5096, -1.0879, -0.1425)  -0.17
N (-0.9512, -2.3332, -0.4493)  0.10
N (1.1168, 0.4565, 0.8646)  0.18
H (1.4143, -1.6273, 0.6675)  0.12
H (-1.1340, -0.2711, -0.4873)  0.14
H (-1.8485, -2.4168, -0.8853)  0.11
H (-0.4321, -3.1243, -0.1032)  0.12
H (0.4507, 1.1860, 0.5780)  0.12
H (2.0173, 0.6918, 0.4760)  0.16
H (1.1572, 0.5304, 1.8888)  0.18
H (-0.0319, 3.7287, -0.2945)  0.05
H (-0.5229, 2.8635, -1.5567)  0.06
O (-0.3341, 2.8760, -0.6084)  -0.05

The total energy comes out at -7240.8640 eV. For the energy relative to the best compared isomer or geometry (same formula, charge and spin), the calculation gives 1.492 eV. As for the spin multiplicity: 1. The total charge is +1.

=====

2.
ORCA calculation (the ωB97M-V functional and the def2-TZVPD basis) on a gas-phase ion, C2H9N2O (charge +1).

Last column: Löwdin charge in e.
Atoms and positions in Å:
N (-1.7278, -0.5250, -0.6691)  0.22
C (-0.6924, -0.7470, 0.4620)  -0.14
N (-0.1165, 0.4878, 0.8353)  -0.03
C (1.0304, 0.9835, 0.1203)  -0.23
O (1.6563, -0.1320, -0.5410)  -0.06
H (-1.4733, 0.3839, -1.0791)  0.16
H (-2.6839, -0.4474, -0.3118)  0.17
H (-1.6442, -1.2215, -1.4109)  0.17
H (0.0776, -1.3873, 0.0453)  0.13
H (-1.2442, -1.1166, 1.3196)  0.14
H (-0.2639, 0.8737, 1.7375)  0.13
H (0.7564, 1.6742, -0.6826)  0.12
H (1.7751, 1.4660, 0.7448)  0.14
H (2.6004, -0.0078, -0.5010)  0.10

The total energy comes out at -7240.5105 eV. Its structure (SMILES) is [NH3+]CNCO. For the energy relative to the best compared isomer or geometry (same formula, charge and spin), the calculation gives 1.845 eV. As for the spin multiplicity: 1. The total charge is +1.

=====

3.
ORCA calculation (the ωB97M-V functional and the def2-TZVPD basis) on 2 unconnected molecules or ions with the total composition C2H9N2O.

Last column: Löwdin charge in e.
Atoms and positions in Å:
C (0.0166, -1.0887, -1.9441)  -0.02
N (-1.2228, -0.6014, -1.2000)  0.12
H (-0.2676, -1.7425, -2.7570)  0.10
H (0.7234, -1.4745, -1.2286)  0.09
H (0.5340, -0.2228, -2.3475)  0.10
H (-1.7621, -1.4431, -1.0244)  0.15
H (-0.9361, -0.0091, -0.3322)  0.09
H (-1.6906, -0.0905, -1.9421)  0.15
C (0.2178, 1.0561, 1.8225)  -0.34
N (1.3859, 1.1519, 2.4405)  0.18
O (-0.0280, 0.6766, 0.6782)  -0.03
H (-0.6255, 1.4115, 2.4262)  0.15
H (1.3787, 1.3024, 3.4355)  0.12
H (2.2764, 1.0739, 1.9729)  0.13

The total energy comes out at -7241.7521 eV. For the energy relative to the best compared isomer or geometry (same formula, charge and spin), the calculation gives 0.604 eV. As for the spin multiplicity: 1. The total charge is +1.

=====

4.
ORCA calculation (the ωB97M-V functional and the def2-TZVPD basis) on a molecular structure, C2H9N2O.

Last column: Löwdin charge in e.
Atoms and positions in Å:
C (1.3433, 1.1573, 0.0691)  -0.29
N (0.7056, -0.0696, -0.2160)  -0.07
C (0.0716, -0.2217, -1.5532)  -0.02
O (1.0950, 2.1658, -0.5047)  0.14
H (2.0608, 1.1104, 0.8991)  0.15
H (1.3366, -0.8424, -0.0293)  0.16
H (-0.7276, 0.5028, -1.6596)  0.10
H (-0.3092, -1.2364, -1.6246)  0.10
H (0.8018, -0.0273, -2.3341)  0.11
N (-1.2928, -0.5367, 1.4313)  0.18
H (-1.3563, 0.1568, 2.1737)  0.12
H (-0.2666, -0.3051, 0.6812)  0.10
H (-1.3629, -1.4611, 1.8415)  0.12
H (-2.0993, -0.3928, 0.8255)  0.12

The total energy comes out at -7240.9414 eV. For the energy relative to the best compared isomer or geometry (same formula, charge and spin), the calculation gives 1.415 eV. As for the spin multiplicity: 1. The total charge is +1.

=====

5.
ORCA calculation (the ωB97M-V functional and the def2-TZVPD basis) on 2 unconnected molecules or ions with the total composition C2H9N2O.

Last column: Löwdin charge in e.
Atoms and positions in Å:
C (-0.9246, 1.7980, 1.8441)  -0.01
N (0.4733, 1.3299, 1.6320)  0.13
H (-1.5412, 0.9528, 2.1568)  0.11
H (-0.9547, 2.5667, 2.6052)  0.10
H (-1.3271, 2.1813, 0.9117)  0.10
H (1.1672, 2.0806, 1.6971)  0.17
H (0.6256, 0.8694, 0.7201)  0.10
H (0.8137, 0.6869, 2.3497)  0.17
C (-0.1900, -0.9853, -1.3856)  -0.37
N (0.3772, -1.9305, -2.1792)  0.15
O (0.2236, -0.5755, -0.3209)  -0.02
H (-1.1228, -0.6191, -1.8334)  0.14
H (0.0795, -1.7855, -3.1315)  0.11
H (0.7767, -2.7955, -1.8557)  0.12

The total energy comes out at -7241.4819 eV. For the energy relative to the best compared isomer or geometry (same formula, charge and spin), the calculation gives 0.874 eV. As for the spin multiplicity: 1. The total charge is +1.

=====

6.
ORCA calculation (the ωB97M-V functional and the def2-TZVPD basis) on 2 unconnected molecules or ions with the total composition C2H9N2OP3.

Last column: Löwdin charge in e.
Atoms and positions in Å:
C (1.2929, -0.5551, 0.4162)  -0.41
C (2.4686, 1.2802, -0.5372)  -0.16
N (2.2816, -0.0542, -0.1099)  0.00
N (-2.3765, -0.9422, 1.2112)  -0.36
O (0.9797, -1.7376, 0.8131)  0.02
P (-1.0235, -0.5872, -1.4310)  0.51
P (-0.9487, 1.6512, 0.7553)  0.45
P (-2.4112, 0.2729, -0.0119)  0.20
H (2.6296, 1.2853, -1.6168)  0.08
H (3.3517, 1.6868, -0.0444)  0.08
H (1.5803, 1.8875, -0.2910)  0.01
H (-3.1778, -0.8129, 1.8249)  0.01
H (-2.4308, -1.8710, 0.8010)  0.01
H (1.6231, -2.4307, 0.5772)  0.13
H (-1.9997, -0.8753, -2.3916)  -0.18
H (-0.7882, 0.6594, -2.0064)  -0.15
H (-1.0511, 1.1429, 2.0413)  -0.23

The total energy comes out at -35110.1812 eV. For the energy relative to the best compared isomer or geometry (same formula, charge and spin), the calculation gives 4.304 eV. As for the spin multiplicity: 1.

=====

7.
ORCA calculation (the ωB97M-V functional and the def2-TZVPD basis) on 2 unconnected molecules or ions with the total composition C2H9N2P.

Last column: Löwdin charge in e.
Atoms and positions in Å:
C (-1.3675, -0.3078, 2.0052)  -0.07
C (0.5425, 0.8908, 0.9992)  -0.04
N (-1.4477, 1.8548, 1.8173)  0.03
N (-0.6688, 0.9027, 1.4837)  -0.42
P (1.4502, -0.3655, -2.8134)  0.57
H (-2.3822, 0.0136, 2.2942)  0.07
H (-1.5298, -1.1196, 1.1438)  0.11
H (-0.7486, -0.8948, 2.8145)  0.12
H (0.8807, -0.0216, 0.4809)  0.04
H (1.1016, 1.8775, 0.9511)  0.09
H (1.7803, -0.1977, -4.1360)  -0.23
H (-1.0074, 2.7554, 1.6979)  0.04
H (1.6159, -1.7895, -2.5328)  -0.17
H (0.0573, -0.3186, -3.3638)  -0.14

The total energy comes out at -14484.5424 eV. For the energy relative to the best compared isomer or geometry (same formula, charge and spin), the calculation gives 4.047 eV. As for the spin multiplicity: 1.

=====

8.
ORCA calculation (the ωB97M-V functional and the def2-TZVPD basis) on 2 unconnected molecules or ions with the total composition C2H9N2S.

Last column: Löwdin charge in e.
Atoms and positions in Å:
C (-1.5301, -0.7339, 0.2564)  -0.11
C (0.8480, 1.4919, -0.9868)  -0.57
N (-0.2311, -0.2440, 0.8320)  -0.08
N (2.1446, 1.7513, -0.8106)  0.10
S (0.0511, 1.5908, -2.4258)  0.97
H (-2.3679, -0.0389, 0.3576)  0.08
H (-1.2695, -0.9408, -0.7927)  0.08
H (-1.8102, -1.5297, 0.9254)  0.08
H (-0.2846, 0.0315, 1.8434)  0.13
H (0.4176, 0.9098, -0.0436)  0.06
H (2.7703, 1.9844, -1.6231)  0.15
H (0.3501, -1.0064, 0.6720)  0.06
H (2.6111, 1.7615, 0.0683)  0.12
H (-1.1919, 1.3139, -1.9230)  -0.07

The total energy comes out at -16027.6412 eV. For the energy relative to the best compared isomer or geometry (same formula, charge and spin), the calculation gives 1.766 eV. As for the spin multiplicity: 1. The total charge is +1.

=====

9.
ORCA calculation (the ωB97M-V functional and the def2-TZVPD basis) on 2 unconnected molecules or ions with the total composition C2H9N2S2.

Last column: Löwdin charge in e.
Atoms and positions in Å:
C (-0.0508, -1.0447, 0.8620)  -0.10
C (-0.0711, 0.3638, 0.4092)  -0.75
N (-1.0165, 1.1687, 0.8642)  0.11
N (-0.7930, 0.0726, -1.6008)  0.08
S (2.7733, -0.3090, -0.3819)  0.44
S (1.4270, 1.1870, -0.0414)  0.59
H (0.5211, -1.6893, 0.2015)  0.06
H (0.4337, -1.0656, 1.8425)  0.11
H (-1.0549, -1.4447, 0.9752)  0.10
H (-1.8808, 0.7920, 1.2261)  0.14
H (-0.9935, 2.1556, 0.6611)  0.12
H (-1.4403, 0.7982, -1.8881)  0.09
H (-0.0112, 0.0615, -2.2486)  0.07
H (-1.2624, -0.8248, -1.6659)  0.08
H (3.4193, -0.2214, 0.7847)  -0.15

The total energy comes out at -26864.2267 eV. For the energy relative to the best compared isomer or geometry (same formula, charge and spin), the calculation gives 0.522 eV. As for the spin multiplicity: 1. The total charge is +1.

=====

10.
ORCA calculation (the ωB97M-V functional and the def2-TZVPD basis) on 2 unconnected molecules or ions with the total composition C2H9N3O.

Last column: Löwdin charge in e.
Atoms and positions in Å:
C (-0.4313, -0.9859, 0.6138)  -0.34
C (0.5945, 1.4691, -0.9919)  -0.17
N (0.6642, 0.6247, 0.1713)  -0.25
N (-1.5625, -1.3866, -0.0505)  0.10
N (0.6877, -1.7721, 0.5575)  0.04
O (0.6266, 1.4607, 1.3523)  -0.14
H (-0.1570, 2.0333, 1.2846)  0.07
H (-0.6075, -0.5014, 1.5692)  0.12
H (-1.4485, -1.8524, -0.9381)  0.09
H (-2.3835, -0.8119, 0.0518)  0.09
H (1.4652, -1.0551, 0.6276)  0.10
H (0.7959, -2.2975, -0.3025)  0.08
H (1.4363, 2.1740, -1.0156)  0.07
H (0.6570, 0.8358, -1.8800)  0.07
H (-0.3370, 2.0653, -1.0497)  0.07

The total energy comes out at -8734.2917 eV. For the energy relative to the best compared isomer or geometry (same formula, charge and spin), the calculation gives 4.148 eV. As for the spin multiplicity: 1.

=====

11.
ORCA calculation (the ωB97M-V functional and the def2-TZVPD basis) on C2H9N3O in the gas phase.

Last column: Löwdin charge in e.
Atoms and positions in Å:
C (-0.9176, 1.0844, 0.8820)  -0.11
N (-0.5127, 0.3580, -0.3005)  -0.11
N (-1.5797, -0.8978, -0.5898)  0.00
C (0.7022, -0.3641, -0.2119)  -0.58
N (1.8358, 0.2892, -0.8125)  0.08
O (1.0215, -0.8304, 1.0806)  -0.02
H (-1.9225, 1.4623, 0.7099)  0.08
H (-0.2126, 1.9080, 1.0273)  0.09
H (-0.9402, 0.4673, 1.7851)  0.08
H (-1.5180, -1.0850, -1.5891)  0.05
H (-1.8949, -1.6415, 0.0424)  0.07
H (0.3254, -1.2686, -0.8458)  0.14
H (1.9432, 1.2230, -0.4296)  0.08
H (1.7163, 0.3657, -1.8144)  0.08
H (1.9538, -1.0706, 1.0662)  0.09

The total energy comes out at -8735.0777 eV. Its structure (SMILES) is CN(N)[C@@H](N)O. For the energy relative to the best compared isomer or geometry (same formula, charge and spin), the calculation gives 3.362 eV. As for the spin multiplicity: 1.

=====

12.
ORCA calculation (the ωB97M-V functional and the def2-TZVPD basis) on a molecular structure, C2H9N3O.

Last column: Löwdin charge in e.
Atoms and positions in Å:
C (-1.7121, 0.7377, 0.4001)  -0.05
C (-0.6847, -0.2946, -0.1042)  -0.43
N (1.5148, -1.1446, 0.0474)  -0.03
N (1.3438, 1.1151, -0.5626)  0.04
N (0.7544, 0.0284, 0.2002)  -0.31
O (-0.9963, -1.5596, 0.5010)  -0.03
H (-1.0304, 1.4618, 0.9641)  0.09
H (-2.3359, 0.1890, 1.1225)  0.07
H (-2.3728, 1.2166, -0.3744)  0.08
H (-0.6080, -0.4483, -1.4716)  0.19
H (2.4021, -1.0576, -0.5410)  0.11
H (1.8806, -1.3619, 1.0592)  0.13
H (0.7779, 1.1534, -1.4488)  0.07
H (1.3298, 2.0337, -0.1558)  0.06
H (-0.2632, -2.0691, 0.3640)  0.00

The total energy comes out at -8734.4756 eV. For the energy relative to the best compared isomer or geometry (same formula, charge and spin), the calculation gives 3.964 eV. As for the spin multiplicity: 1.